120
Properties=species:S:1:pos:R:3 method="wB97M-V/def2-TZVPD" gap_ev=7.26 total_charge=-1 total_energy_ha=-2746.18997
Cl 0.10 0.28 0.29
O 0.05 -0.41 1.56
O 1.06 1.33 0.37
O 0.40 -0.62 -0.86
O -1.22 0.87 0.07
O 2.63 -0.27 1.98
H 1.84 0.27 2.02
H 2.38 -1.02 1.44
C 1.17 -4.46 -4.89
C 1.62 -3.97 -3.54
C 0.52 -3.35 -2.69
O 0.11 -2.23 -3.50
C -0.24 -0.96 -2.86
N 2.15 -5.12 -2.91
H 0.35 -5.17 -4.83
H 1.89 -4.94 -5.55
H 0.71 -3.71 -5.53
H 2.39 -3.20 -3.66
H 0.78 -3.00 -1.69
H -0.27 -4.09 -2.62
H -1.09 -1.23 -2.23
H -0.52 -0.20 -3.59
H 0.61 -0.67 -2.24
H 2.85 -5.50 -3.53
H 1.51 -5.89 -2.98
C 1.39 2.98 2.82
C 0.70 1.99 3.88
C -0.79 2.32 4.15
O -1.40 1.40 5.06
C -2.72 1.69 5.35
N 0.84 0.64 3.30
H 0.89 2.95 1.85
H 2.42 2.71 2.56
H 1.44 4.04 3.09
H 1.19 2.02 4.86
H -1.35 2.36 3.22
H -0.81 3.31 4.62
H -2.85 0.97 6.15
H -3.37 1.42 4.51
H -2.98 2.71 5.64
H 0.17 0.03 3.73
H 0.65 0.60 2.31
C 4.13 -2.40 0.90
C 2.95 -1.68 0.20
C 2.73 -2.06 -1.30
O 3.64 -1.33 -2.10
C 3.25 -1.38 -3.43
N 1.85 -1.97 1.06
H 4.20 -3.49 0.81
H 4.37 -2.17 1.94
H 4.94 -1.97 0.31
H 2.98 -0.59 0.19
H 1.69 -1.76 -1.44
H 2.69 -3.14 -1.43
H 3.28 -2.42 -3.75
H 3.79 -0.73 -4.12
H 2.22 -1.13 -3.68
H 1.66 -2.96 1.13
H 1.00 -1.59 0.67
C -3.40 2.31 -2.12
C -2.61 0.97 -2.07
C -2.93 0.13 -3.28
O -2.44 -1.16 -3.00
C -2.64 -2.08 -4.14
N -1.17 1.19 -2.04
H -3.24 2.76 -3.09
H -3.06 3.04 -1.38
H -4.47 2.14 -1.97
H -2.85 0.31 -1.24
H -2.48 0.58 -4.16
H -4.00 0.08 -3.48
H -2.51 -3.10 -3.79
H -1.91 -1.80 -4.90
H -3.62 -2.02 -4.60
H -0.80 0.25 -2.06
H -0.91 1.48 -1.10
C -2.34 4.41 3.80
C -2.91 5.19 2.58
C -2.64 4.37 1.27
O -1.29 3.90 1.27
C -0.96 3.05 0.15
N -4.32 5.35 2.85
H -1.27 4.23 3.65
H -2.83 3.44 3.88
H -2.41 4.93 4.75
H -2.43 6.17 2.60
H -2.82 5.08 0.47
H -3.34 3.54 1.22
H 0.01 2.56 0.22
H -0.88 3.70 -0.72
H -1.76 2.34 -0.07
H -4.41 5.87 3.72
H -4.65 4.41 3.00
C -2.70 -1.87 0.56
C -1.91 -1.80 -0.76
O -2.81 -2.41 -1.63
H -2.02 -1.49 1.33
H -2.91 -2.91 0.79
H -3.63 -1.30 0.50
H -0.95 -2.30 -0.77
H -1.67 -0.79 -1.08
H -2.77 -1.81 -2.38
C 0.69 -1.74 3.81
C 1.38 -3.09 3.52
O 2.45 -2.80 2.70
H 1.41 -1.00 4.14
H 0.05 -1.97 4.66
H 0.14 -1.29 2.98
H 0.71 -3.87 3.14
H 1.77 -3.62 4.38
H 2.18 -2.55 1.82
C 2.97 1.00 -1.33
C 3.31 2.37 -1.86
O 4.60 2.69 -1.70
H 1.95 0.61 -1.38
H 3.35 0.93 -0.32
H 3.48 0.25 -1.93
H 2.81 3.17 -1.31
H 2.95 2.39 -2.89
H 4.85 3.44 -2.25

=====

118
Properties=species:S:1:pos:R:3 method="wB97M-V/def2-TZVPD" gap_ev="5.58 / 8.88" total_charge=+1 s2=3.755 multiplicity=4 total_energy_ha=-2970.17036
Sn -3.45 -0.95 0.54
Ti 0.99 -0.84 0.95
B -0.58 0.49 -0.44
H 0.57 0.55 -0.62
H -0.83 -0.04 0.56
H -1.06 1.64 -0.43
H -1.03 -0.20 -1.38
B -0.66 -2.33 2.18
H 0.27 -3.05 2.61
H -1.71 -2.79 2.64
H -0.47 -1.19 2.39
H -0.71 -2.44 1.00
C -3.43 0.49 -3.10
O -3.55 -0.69 -2.31
C -3.86 -1.79 -3.08
C -4.20 -2.97 -2.23
N -5.18 -2.55 -1.21
C -5.90 -3.65 -0.64
C -5.10 -4.82 -0.18
O -4.06 -4.46 0.62
C -3.56 -5.61 1.18
H -2.49 0.46 -3.63
H -3.47 1.32 -2.40
H -4.32 0.60 -3.72
H -2.98 -2.13 -3.67
H -4.62 -1.54 -3.85
H -3.29 -3.30 -1.73
H -4.69 -3.67 -2.92
H -5.88 -1.93 -1.59
H -6.56 -4.04 -1.46
H -6.70 -3.29 0.01
H -4.66 -5.36 -1.03
H -5.72 -5.56 0.34
H -2.58 -5.37 1.57
H -3.40 -6.41 0.44
H -4.16 -5.97 2.02
C 3.59 -4.89 -3.07
O 2.63 -4.12 -2.36
C 2.31 -2.98 -2.97
C 1.61 -2.03 -1.97
N 1.99 -2.27 -0.55
C 3.30 -1.66 -0.24
C 3.80 -2.01 1.15
O 2.81 -1.59 2.14
C 2.81 -2.33 3.42
H 3.90 -5.73 -2.47
H 4.48 -4.31 -3.36
H 3.19 -5.29 -4.03
H 1.73 -3.06 -3.90
H 3.20 -2.46 -3.39
H 0.54 -2.26 -2.04
H 1.69 -0.99 -2.24
H 2.24 -3.26 -0.47
H 3.22 -0.56 -0.34
H 4.11 -1.94 -0.94
H 4.70 -1.40 1.32
H 3.92 -3.10 1.26
H 2.40 -3.34 3.25
H 2.08 -1.82 4.04
H 3.81 -2.41 3.83
C 3.07 3.07 3.19
C 1.86 2.34 2.60
C 1.03 3.27 1.70
O 0.57 4.38 2.50
C 0.04 5.37 1.73
N 2.32 1.17 1.81
H 3.79 3.30 2.41
H 3.50 2.53 4.04
H 2.77 4.01 3.67
H 1.24 2.01 3.43
H 0.15 2.67 1.37
H 1.58 3.58 0.79
H 0.80 5.72 1.02
H -0.21 6.23 2.35
H -0.88 5.05 1.23
H 2.58 1.39 0.84
H 3.07 0.62 2.21
C -3.16 3.62 3.30
C -2.62 2.37 2.59
C -1.55 1.75 3.35
O -2.14 1.23 4.57
C -1.42 0.19 5.14
N -3.73 1.30 2.45
H -3.75 4.22 2.61
H -2.36 4.29 3.64
H -3.75 3.36 4.17
H -2.28 2.62 1.58
H -0.76 2.46 3.63
H -1.09 0.91 2.79
H -1.33 -0.69 4.47
H -1.95 -0.14 6.03
H -0.41 0.52 5.45
H -3.84 0.90 3.40
H -4.60 1.80 2.30
C 4.14 3.12 -3.03
C 4.66 1.72 -2.82
C 5.52 1.58 -1.58
O 3.64 0.75 -2.83
H 4.95 3.82 -3.23
H 3.54 3.43 -2.17
H 3.42 3.10 -3.85
H 5.35 1.47 -3.63
H 4.87 1.46 -0.70
H 6.21 2.41 -1.46
H 6.08 0.64 -1.63
H 2.96 0.95 -2.18
C 0.04 2.19 -3.70
C 0.60 3.26 -2.76
C -0.50 4.19 -2.25
O 1.32 2.63 -1.69
H -0.74 2.62 -4.31
H -0.37 1.43 -3.04
H 0.88 1.82 -4.27
H 1.37 3.84 -3.26
H -0.67 4.95 -3.01
H -0.17 4.72 -1.35
H -1.41 3.63 -2.01
H 0.72 2.08 -1.11